Entry 1:
{"formula": "C6H8", "method": "ωB97M-V/def2-TZVPD", "symbols": ["C", "C", "C", "C", "C", "C", "H", "H", "H", "H", "H", "H", "H", "H"], "coordinates": [[-0.37, 1.29, -1.66], [-0.76, 0.00, -1.10], [-1.23, -1.12, -0.74], [-0.55, -0.51, 0.64], [0.48, -1.40, 1.28], [0.87, -0.01, 0.94], [-0.90, 2.12, -1.18], [-0.64, 1.28, -2.73], [0.71, 1.46, -1.58], [-1.31, -0.11, 1.31], [0.32, -1.67, 2.32], [0.86, -2.20, 0.65], [0.96, 0.72, 1.74], [1.55, 0.14, 0.11]], "lowdin_charge": [-0.064, -0.194, 0.036, -0.332, -0.126, -0.124, 0.091, 0.092, 0.078, 0.126, 0.106, 0.110, 0.104, 0.096], "e_homo_ev": -8.92}

=====

Entry 2:
{"formula": "C6H8", "method": "ωB97M-V/def2-TZVPD", "symbols": ["C", "C", "C", "C", "C", "C", "H", "H", "H", "H", "H", "H", "H", "H"], "coordinates": [[-2.85, -0.42, -0.12], [-1.82, 0.36, 0.19], [-0.39, -0.01, -0.09], [0.62, 0.85, 0.00], [2.02, 0.45, -0.26], [2.50, -0.74, 0.16], [-2.78, -1.40, -0.59], [-3.79, -0.03, 0.08], [-1.98, 1.39, 0.54], [-0.19, -1.04, -0.37], [0.49, 1.87, 0.27], [2.74, 1.17, -0.61], [1.86, -1.47, 0.69], [3.57, -0.99, 0.09]], "lowdin_charge": [0.003, -0.168, -0.119, -0.131, -0.177, -0.001, 0.064, 0.022, 0.100, 0.107, 0.096, 0.086, 0.062, 0.055], "smiles": "C=C/C=C/C=C", "e_homo_ev": -8.42}

=====

Entry 3:
{"formula": "C6H8AlCl2MnN2O3S", "method": "ωB97M-V/def2-TZVPD", "symbols": ["Mn", "Al", "Cl", "Cl", "C", "C", "C", "O", "O", "O", "C", "N", "C", "S", "N", "C", "H", "H", "H", "H", "H", "H", "H", "H"], "coordinates": [[-2.63, -2.63, -3.29], [-0.02, -1.02, -1.00], [-1.82, -0.51, -2.59], [0.56, -3.06, -1.16], [-1.17, -0.84, 0.96], [-3.67, -2.41, -4.78], [-3.00, -4.36, -2.57], [-1.92, -0.93, 1.89], [-4.30, -2.02, -5.70], [-3.64, -5.33, -2.48], [0.13, 2.56, 1.81], [0.79, 2.19, 0.57], [1.58, 1.12, 0.40], [1.67, 0.43, -1.24], [2.16, 0.54, 1.48], [2.95, 1.38, 2.42], [0.44, 1.89, 2.61], [-0.96, 2.49, 1.71], [0.42, 3.58, 2.07], [0.33, 2.48, -0.30], [2.69, -0.32, 1.17], [2.71, 1.04, 3.44], [4.02, 1.27, 2.24], [2.68, 2.45, 2.33]], "lowdin_charge": [0.730, -0.384, 0.320, 0.388, 0.137, 0.007, 0.048, 0.237, 0.299, 0.284, 0.056, 0.137, -0.631, 0.902, 0.149, 0.078, 0.106, 0.144, 0.158, 0.185, 0.207, 0.155, 0.164, 0.123], "s2": 6.139, "e_homo_ev": [-24.43, -24.38], "charge": 4, "multiplicity": 5}

=====

Entry 4:
{"formula": "C6H8B2ClF12N2O18S4Y", "method": "ωB97M-V/def2-TZVPD", "symbols": ["Y", "Cl", "O", "O", "O", "O", "N", "S", "O", "O", "F", "S", "O", "O", "F", "N", "S", "O", "O", "F", "S", "O", "O", "F", "B", "F", "F", "F", "F", "B", "F", "F", "F", "F", "C", "C", "O", "C", "O", "O", "H", "H", "H", "H", "C", "C", "O", "C", "O", "O", "H", "H", "H", "H"], "coordinates": [[0.28, 0.78, 0.53], [-4.90, 2.99, 2.32], [-4.58, 2.67, 3.63], [-5.85, 1.99, 1.99], [-5.48, 4.26, 2.06], [-3.71, 2.81, 1.56], [-0.82, 1.23, 7.52], [0.24, 0.55, 8.39], [0.52, 1.28, 9.65], [1.33, -0.14, 7.67], [-0.76, -0.68, 8.77], [0.35, 2.02, 6.48], [0.41, 1.66, 5.05], [1.54, 2.64, 7.10], [-0.58, 3.35, 6.39], [-1.78, -2.23, 1.48], [-2.90, -3.08, 0.89], [-4.22, -3.01, 1.52], [-2.43, -4.33, 0.25], [-3.01, -2.11, -0.40], [-1.89, -3.14, 2.92], [-1.84, -4.64, 2.97], [-2.43, -2.37, 4.02], [-0.29, -2.94, 3.24], [4.60, -0.34, 2.93], [4.63, 0.98, 3.38], [5.79, -0.86, 2.52], [4.44, -1.13, 4.06], [3.43, -0.51, 2.28], [2.83, 3.65, -1.13], [2.04, 3.76, -0.06], [4.23, 3.99, -0.90], [2.81, 2.36, -1.38], [2.26, 4.17, -2.24], [-3.41, 1.27, -6.88], [-4.38, 2.06, -6.16], [-3.55, 2.59, -5.08], [-2.72, 1.63, -4.83], [-2.04, 1.57, -3.87], [-2.55, 0.89, -5.86], [-3.00, 1.89, -7.67], [-4.02, 0.46, -7.28], [-5.17, 1.39, -5.83], [-4.70, 2.84, -6.85], [4.37, -2.80, -5.36], [4.69, -4.09, -4.58], [3.80, -3.87, -3.50], [3.21, -2.73, -3.46], [2.39, -2.45, -2.66], [3.68, -2.00, -4.43], [3.83, -2.96, -6.29], [5.29, -2.26, -5.59], [5.69, -4.13, -4.15], [4.33, -4.94, -5.16]], "lowdin_charge": [2.297, 0.569, -0.273, -0.315, -0.327, -0.358, -0.237, 0.473, -0.307, -0.302, -0.229, 0.650, -0.325, -0.298, -0.239, -0.316, 0.417, -0.271, -0.312, -0.254, 0.605, -0.278, -0.257, -0.247, -1.403, 0.098, 0.132, 0.086, 0.131, -1.448, 0.153, 0.057, 0.158, 0.163, -0.168, -0.117, 0.122, -0.702, 0.174, 0.128, 0.141, 0.142, 0.142, 0.141, -0.112, -0.081, 0.079, -0.669, 0.166, 0.095, 0.128, 0.129, 0.137, 0.131], "e_homo_ev": -5.16, "charge": -2}

=====

The following max |F| values (in eV/A) correspond, in order, to the records above: 0.64; 2.08; 10.00; 8.88.